# 1
{"formula": "C22H48BrFNO9PSi2", "method": "ωB97M-V/def2-TZVPD", "symbols": ["C", "C", "N", "C", "C", "Si", "C", "C", "C", "C", "C", "O", "Si", "C", "C", "C", "F", "P", "O", "Br", "C", "C", "O", "H", "H", "H", "H", "H", "H", "H", "H", "H", "H", "H", "H", "H", "H", "H", "H", "H", "H", "H", "H", "H", "H", "H", "H", "H", "H", "H", "H", "H", "H", "H", "H", "C", "C", "O", "C", "O", "O", "C", "H", "H", "H", "H", "H", "H", "H", "H", "C", "C", "O", "C", "O", "O", "C", "H", "H", "H", "H", "H", "H", "H", "H"], "coordinates": [[5.37514, 3.26900, 2.45870], [4.22882, 2.37942, 2.94042], [3.50522, 1.68473, 1.86499], [2.46441, 2.50306, 1.22076], [1.33310, 1.70429, 0.57570], [0.29968, 0.46849, 1.52942], [0.99033, -1.25998, 1.52486], [2.29321, -1.47841, 2.32772], [2.35116, -2.81222, 3.08116], [2.08141, -3.99088, 2.13266], [3.70961, -2.94438, 3.75911], [-1.13414, 0.46342, 0.70272], [-2.55370, -0.27167, 1.13674], [-3.97100, 0.58347, 0.28496], [-5.33269, 0.31707, 0.94499], [-5.45164, 0.87114, 2.36602], [-4.61810, 1.97844, 2.54274], [-0.24959, 1.28466, 3.62353], [1.26948, 1.74934, 4.09139], [-0.41783, -0.66277, 4.75383], [4.25823, 0.92080, 1.00409], [5.38684, 0.11503, 1.59521], [4.00851, 0.87662, -0.18085], [5.56595, 4.06001, 3.18678], [5.13886, 3.73620, 1.50010], [6.30619, 2.71057, 2.34774], [3.48787, 2.97931, 3.46294], [4.59169, 1.64687, 3.66468], [2.06186, 3.16417, 1.98685], [2.92238, 3.13693, 0.45096], [0.59164, 2.43201, 0.21990], [1.71053, 1.19265, -0.31320], [1.16816, -1.46857, 0.46194], [0.22007, -1.96978, 1.84554], [3.14088, -1.47494, 1.63318], [2.45224, -0.65976, 3.03940], [1.58572, -2.78307, 3.86165], [1.03816, -4.31038, 2.14809], [2.33892, -3.73384, 1.10084], [2.68227, -4.86120, 2.40942], [4.51288, -2.83798, 3.01996], [3.85407, -2.15940, 4.50693], [3.82590, -3.91536, 4.24514], [-2.48132, -1.68751, 0.69473], [-2.72064, -0.20818, 2.60607], [-4.00140, 0.27966, -0.76453], [-3.76002, 1.65600, 0.31400], [-5.54841, -0.75624, 0.97058], [-6.11314, 0.77191, 0.32869], [-6.46846, 1.21062, 2.57163], [-5.17209, 0.13642, 3.12406], [1.23537, 2.05071, 5.01261], [6.33649, 0.62241, 1.41319], [5.26981, -0.05899, 2.66298], [5.40979, -0.84289, 1.07693], [-4.16214, -4.71458, -2.50170], [-3.86547, -3.57537, -3.45022], [-5.03585, -3.16823, -4.18729], [-5.89437, -2.40431, -3.51759], [-5.76730, -2.01827, -2.38251], [-6.92388, -2.12743, -4.31775], [-7.94432, -1.32337, -3.71743], [-4.60155, -5.55403, -3.04128], [-3.23678, -5.05016, -2.03293], [-4.85041, -4.40035, -1.71888], [-3.16132, -3.87916, -4.22174], [-3.45794, -2.71232, -2.92499], [-7.52182, -0.40781, -3.30928], [-8.44538, -1.87606, -2.92441], [-8.64206, -1.09666, -4.51725], [-0.71720, 3.33617, -4.08486], [0.33200, 3.56663, -5.14971], [1.66004, 3.58325, -4.59820], [2.17685, 2.38210, -4.32382], [1.63616, 1.32233, -4.51800], [3.35750, 2.55974, -3.74138], [3.99858, 1.34909, -3.30851], [-0.62473, 4.08090, -3.29360], [-1.71205, 3.41899, -4.52367], [-0.61447, 2.34434, -3.64738], [0.22055, 4.54933, -5.60408], [0.27936, 2.81048, -5.93214], [4.09620, 0.65183, -4.13803], [3.43840, 0.89388, -2.49723], [4.97473, 1.65208, -2.94478]], "forces_ev_per_angstrom": [[0.1, 0.0, 0.1], [-0.1, -0.2, 0.2], [0.2, 0.5, -0.1], [0.1, -0.1, -0.1], [-0.1, 0.3, 0.1], [0.3, 0.0, -0.3], [0.2, -0.1, 0.0], [-0.1, -0.1, 0.0], [0.0, 0.1, -0.1], [0.1, -0.1, 0.1], [0.1, 0.1, -0.1], [-0.2, -0.1, 0.4], [-0.1, 0.0, -0.5], [0.1, 0.0, 0.2], [-0.2, 0.2, -0.2], [0.0, -0.1, 0.0], [-0.1, 0.0, 0.0], [-0.1, 0.1, 0.0], [0.1, 0.1, 0.3], [0.0, -0.2, 0.0], [-0.1, 0.1, 0.5], [0.1, -0.1, 0.0], [0.0, -0.3, -0.6], [0.0, 0.0, -0.1], [0.0, 0.0, 0.1], [-0.1, 0.0, -0.1], [0.0, 0.0, 0.0], [0.0, 0.1, 0.0], [0.0, -0.1, 0.0], [0.0, 0.0, 0.0], [0.1, 0.0, 0.0], [-0.1, 0.0, 0.0], [-0.1, -0.1, 0.0], [0.0, 0.1, 0.0], [-0.1, 0.1, 0.0], [0.1, -0.1, 0.0], [0.0, -0.1, 0.0], [0.0, 0.1, -0.1], [0.0, 0.0, 0.0], [-0.1, 0.0, 0.0], [0.0, -0.1, 0.0], [0.0, 0.0, 0.0], [0.0, 0.1, 0.0], [0.0, 0.0, 0.1], [0.1, -0.1, 0.0], [0.0, 0.0, 0.0], [0.0, 0.0, -0.1], [0.0, 0.1, 0.0], [0.0, -0.1, 0.0], [0.0, -0.1, 0.0], [0.1, 0.1, 0.0], [0.1, 0.0, -0.3], [-0.1, 0.0, 0.0], [0.0, 0.0, 0.0], [0.1, 0.1, 0.0], [-0.1, 0.0, 0.0], [0.1, 0.0, 0.0], [-0.1, 0.0, 0.0], [0.1, 0.0, 0.0], [0.0, 0.0, 0.0], [0.0, 0.0, 0.0], [0.0, 0.0, 0.0], [0.0, 0.0, 0.0], [0.0, 0.0, 0.0], [0.0, 0.0, 0.0], [0.0, 0.0, 0.0], [0.0, 0.0, 0.0], [0.0, 0.0, 0.0], [0.0, 0.0, 0.0], [0.0, 0.0, 0.0], [0.1, 0.0, 0.1], [-0.1, 0.0, -0.1], [0.1, 0.0, -0.1], [-0.2, 0.0, 0.5], [0.1, 0.0, -0.2], [0.0, 0.0, -0.2], [0.0, 0.0, 0.0], [0.0, 0.0, 0.0], [0.0, 0.0, 0.0], [0.0, 0.0, 0.0], [0.0, 0.0, 0.0], [0.0, 0.0, 0.0], [0.0, 0.0, 0.0], [0.0, 0.0, 0.0], [0.0, 0.0, 0.0]], "lowdin_charge": [-0.062, -0.219, -0.066, -0.208, -0.208, 0.318, -0.260, -0.256, -0.445, -0.070, -0.085, -0.381, 0.520, -0.295, -0.239, -0.222, -0.080, 0.452, -0.485, 0.238, -0.520, 0.002, 0.056, 0.076, 0.083, 0.064, 0.098, 0.111, 0.105, 0.125, 0.087, 0.074, 0.092, 0.065, 0.098, 0.088, 0.094, 0.074, 0.081, 0.071, 0.077, 0.077, 0.074, -0.012, -0.025, 0.074, 0.078, 0.109, 0.104, 0.112, 0.104, 0.044, 0.086, 0.074, 0.087, -0.064, -0.204, 0.039, -0.613, 0.109, 0.006, -0.037, 0.082, 0.081, 0.074, 0.123, 0.120, 0.094, 0.097, 0.093, -0.065, -0.213, 0.031, -0.614, 0.118, 0.008, -0.032, 0.080, 0.079, 0.074, 0.121, 0.121, 0.096, 0.073, 0.093], "e_homo_ev": -8.45, "e_tot_ev": -141319.485, "charge": 0, "orbital_gap_ha": 0.323}

=====

# 2
{"formula": "CH14O5S", "method": "ωB97M-V/def2-TZVPD", "symbols": ["C", "S", "H", "H", "H", "H", "O", "H", "H", "O", "H", "H", "O", "H", "H", "O", "H", "H", "O", "H", "H"], "coordinates": [[-1.03292, -2.40727, 0.64921], [0.72351, -2.33719, 1.22650], [-1.00186, -1.78915, -0.22806], [-1.69758, -1.99721, 1.39279], [-1.21849, -3.45394, 0.45396], [0.55279, -2.93891, 2.41107], [-0.12571, 1.95363, 1.76208], [-0.37188, 2.24105, 0.88857], [-0.67693, 1.87664, 2.52959], [3.32859, -0.71734, -0.22073], [2.81848, -0.75276, 0.58522], [4.07486, -0.15414, 0.01155], [-2.85659, 2.03212, -0.53284], [-3.60019, 1.64936, -0.05721], [-2.83949, 1.56470, -1.37429], [-1.19821, 2.24461, -2.91334], [-0.50228, 1.62735, -2.67437], [-0.97479, 3.11794, -2.63366], [0.72857, 0.77108, -1.04576], [1.41883, 1.21435, -0.55550], [0.30970, 0.04037, -0.59614]], "forces_ev_per_angstrom": [[1.4, -0.3, 0.8], [-0.3, 0.0, 0.1], [-0.4, 0.0, -0.5], [-0.2, 0.1, 0.1], [-0.4, 0.0, -0.3], [0.0, 0.0, 0.0], [2.6, -0.6, 0.3], [-1.5, 0.1, 0.2], [-1.1, 0.4, -0.6], [0.4, 0.3, -0.2], [-0.4, -0.2, 0.4], [0.1, -0.1, -0.1], [-0.2, -0.2, 0.3], [0.0, 0.1, 0.1], [0.3, 0.2, -0.2], [-0.9, -1.0, -0.8], [0.4, 0.3, 0.4], [0.5, 0.6, 0.4], [-0.6, 0.6, -1.4], [0.1, -0.6, 0.6], [0.5, 0.1, 0.7]], "lowdin_charge": [-0.423, 0.657, 0.002, 0.027, 0.020, -0.158, -0.058, 0.009, 0.027, -0.075, -0.041, 0.039, -0.067, 0.032, 0.016, -0.048, 0.007, 0.027, -0.041, 0.040, 0.006], "smiles": "CS.O.O.O.O.O", "de_lowest_kcal_mol": 24.3, "e_homo_ev": -9.41, "e_tot_ev": -22336.317, "charge": 0, "orbital_gap_ha": 0.362}

=====

# 3
{"formula": "C23H29N3O3", "method": "ωB97M-V/def2-TZVPD", "symbols": ["C", "C", "H", "H", "O", "C", "O", "C", "C", "H", "H", "C", "N", "C", "O", "C", "H", "C", "C", "N", "C", "C", "N", "C", "H", "H", "H", "H", "H", "H", "C", "C", "H", "H", "H", "H", "H", "H", "C", "H", "H", "C", "C", "C", "C", "C", "C", "C", "H", "H", "H", "H", "H", "H", "H", "H", "H", "H"], "coordinates": [[-2.02437, -1.56946, -2.83734], [-1.16016, -0.65955, -2.16257], [-1.51927, 0.29184, -2.08632], [-0.16659, -0.64827, -2.79792], [-0.96722, -1.14968, -1.05585], [-0.16792, -0.14144, -0.21794], [0.13117, 1.11674, -0.54494], [0.11600, -0.94305, 1.20773], [1.35957, -0.20537, 1.81203], [1.25784, 0.94389, 1.54222], [1.45868, -0.20047, 3.03173], [2.75027, -0.90635, 1.35386], [2.30049, -1.38963, -0.03363], [2.84569, -0.80618, -1.03322], [2.28672, -1.36795, -2.19868], [3.84392, 0.46638, -1.18961], [4.38281, 0.20647, -1.99317], [3.09080, 1.73826, -1.59162], [2.60441, 1.45402, -2.84831], [3.62007, 1.38201, -3.86308], [3.12711, 1.09195, -5.21309], [1.97769, 1.42317, -5.48665], [0.97059, 1.61768, -4.50685], [1.40916, 1.87848, -3.30814], [0.58377, 1.69236, -2.55944], [1.39698, 1.17941, -6.43899], [3.75373, 1.02688, -5.99177], [2.30466, 1.74407, -0.78533], [3.85312, 2.58272, -1.51545], [4.28922, 0.54584, -0.19158], [1.65430, -2.60629, 0.18244], [0.41144, -2.42227, 1.03654], [-0.41833, -2.85894, 0.81383], [0.63022, -2.66917, 1.99599], [2.16766, -3.36772, 0.33707], [1.34835, -2.70722, -0.73034], [2.84923, -1.75196, 2.06144], [3.54452, 0.18715, 1.49602], [-1.10398, -0.63615, 2.10615], [-1.78793, -1.09062, 1.59341], [-1.07116, -0.95882, 3.10484], [-1.31779, 1.02460, 2.34115], [-2.81008, 0.94349, 2.95142], [-4.09539, 0.97486, 2.20073], [-5.16992, 0.82957, 2.90038], [-5.46878, 0.95515, 4.41850], [-4.26173, 1.02500, 5.08390], [-3.09911, 1.01149, 4.44932], [-1.99054, 0.79337, 5.05684], [-4.03382, 0.98567, 6.11192], [-6.26945, 0.89901, 4.88473], [-6.17502, 0.85536, 2.41381], [-4.10708, 0.76418, 1.38866], [-1.65921, 1.48358, 1.41225], [-0.85290, 1.44291, 3.02544], [-2.85265, -1.51467, -2.19966], [-1.62824, -2.68340, -2.96756], [-2.14154, -1.30292, -3.96530]], "forces_ev_per_angstrom": [[-0.4, -3.1, -4.9], [3.4, 1.7, -10.7], [-1.3, 2.9, -0.5], [-1.3, 0.6, 1.0], [5.1, 0.2, 12.8], [0.2, 2.3, -0.4], [-2.3, -8.4, 1.7], [1.3, 3.3, -0.1], [1.2, 1.3, 2.3], [0.6, -2.5, 0.3], [-0.9, -0.2, -2.8], [-2.0, 4.7, 0.4], [5.0, 2.6, 7.6], [-2.9, -1.7, -9.8], [3.3, 3.2, 4.1], [-3.2, -1.7, 4.3], [2.8, -1.2, -2.4], [1.6, -0.6, 6.0], [4.8, 2.8, -8.0], [-2.7, -2.5, -0.1], [7.4, 1.4, 7.4], [-13.4, -0.1, -1.7], [1.6, 1.7, -2.2], [-5.2, -3.7, 1.2], [0.7, 1.6, -0.5], [1.6, 0.7, 0.8], [3.1, -0.9, -2.1], [0.4, 1.1, -1.1], [-1.3, -0.9, -0.2], [0.7, 0.2, -0.8], [-5.4, 5.7, -0.2], [4.2, 4.4, 0.2], [-4.7, -3.3, -2.2], [0.7, -1.2, 3.2], [5.3, -6.4, 2.2], [-2.5, -1.7, -5.6], [0.9, 0.5, -0.7], [-1.9, -4.3, -0.7], [4.8, 5.3, 0.9], [-5.2, -1.9, -2.4], [0.6, -1.1, 1.1], [-9.8, -7.6, -6.1], [-2.6, 1.4, 3.4], [6.9, 2.8, 16.9], [-8.7, 1.2, 5.6], [10.7, 0.1, -7.6], [-1.9, -0.3, 0.9], [8.8, -1.4, -5.0], [-3.5, 1.1, -1.3], [-1.0, 0.1, 1.6], [-7.7, -0.5, 3.5], [1.0, -0.5, -0.3], [-0.2, -3.6, -17.9], [1.6, 0.5, 0.0], [5.3, 4.0, 5.6], [-2.3, -0.8, 0.0], [-0.6, 2.3, 0.9], [-0.5, 0.0, 2.1]], "lowdin_charge": [-0.071, -0.525, 0.104, 0.159, 0.010, -0.067, 0.005, -0.325, -0.133, 0.133, 0.159, -0.052, -0.078, -0.239, -0.109, -0.062, 0.056, -0.160, -0.320, 0.183, -0.113, -0.170, 0.106, -0.132, 0.111, 0.132, 0.070, 0.121, 0.164, 0.083, -0.103, -0.046, 0.074, 0.102, 0.078, 0.077, 0.112, 0.205, -0.050, 0.054, 0.106, -0.014, -0.082, -0.053, -0.055, 0.030, -0.170, -0.080, 0.166, 0.090, 0.004, 0.112, -0.032, 0.112, 0.005, 0.061, 0.133, 0.123], "de_lowest_kcal_mol": 514.6, "e_homo_ev": -8.52, "e_tot_ev": -34915.362, "charge": 0, "orbital_gap_ha": 0.320}

=====

# 4
{"formula": "C3H4O3", "method": "ωB97M-V/def2-TZVPD", "symbols": ["C", "C", "C", "O", "O", "O", "H", "H", "H", "H"], "coordinates": [[-0.65454, 0.29611, 0.26268], [-1.94497, -0.00054, 0.11198], [0.70037, 0.15986, 0.08954], [0.18406, 0.84723, 1.15146], [1.49054, -1.46392, 0.30648], [1.42516, 0.85384, -0.78167], [-2.59087, 0.47806, 0.78245], [-2.36172, -0.40263, -0.87070], [1.44174, -1.91343, -0.62166], [2.31023, 1.14542, -0.43055]], "forces_ev_per_angstrom": [[7.0, 0.1, -1.9], [-6.8, -2.2, -2.2], [1.0, -3.9, -2.5], [0.0, 1.5, 4.3], [-1.3, 1.9, -1.8], [1.8, 0.7, -0.4], [-1.2, 0.3, 0.8], [0.8, 0.8, 1.6], [-0.1, 1.6, 2.3], [-1.2, -0.8, -0.2]], "mulliken_spin": [0.577, 0.893, 0.130, 0.264, 0.084, -0.002, 0.031, 0.024, -0.006, 0.005], "de_lowest_kcal_mol": 92.0, "e_homo_ev": [-5.81, -10.17], "e_tot_ev": -9309.881, "charge": 0, "orbital_gap_ha": [0.235, 0.282], "spin_multiplicity": 3}

=====

# 5
{"formula": "C13H16Si", "method": "ωB97M-V/def2-TZVPD", "symbols": ["C", "C", "C", "Si", "C", "C", "C", "C", "C", "C", "C", "C", "C", "C", "H", "H", "H", "H", "H", "H", "H", "H", "H", "H", "H", "H", "H", "H", "H", "H"], "coordinates": [[-4.03995, 0.62200, -1.12828], [-2.96924, 1.43320, -1.16764], [-1.67416, 0.91473, -0.82621], [-1.37861, -0.68862, -0.02642], [-2.21060, -2.30953, 0.19091], [0.45463, -1.23937, 0.00673], [1.20900, -0.23223, 0.75720], [0.71890, 0.05017, 2.01990], [1.31644, 0.99649, 2.78191], [2.29761, 1.84312, 2.27455], [2.88013, 1.48799, 1.05435], [2.35455, 0.37327, 0.31159], [2.99953, 0.02133, -0.86993], [4.03576, 0.68616, -1.47927], [-4.95052, 1.11071, -1.55091], [-4.07693, -0.44882, -1.01810], [-3.11410, 2.50765, -1.30760], [-0.94363, 1.68343, -0.83444], [-3.23771, -2.49377, -0.17426], [-1.36615, -2.91179, -0.23264], [-2.25571, -2.47363, 1.28239], [0.67260, -1.59224, -0.99004], [0.47202, -2.09229, 0.70669], [0.12927, -0.74488, 2.35568], [0.66451, 1.44134, 3.59570], [2.84576, 2.43481, 3.01198], [3.72203, 2.00950, 0.63440], [2.64787, -0.81278, -1.44140], [4.58250, 0.24827, -2.32987], [4.45760, 1.55346, -0.94796]], "forces_ev_per_angstrom": [[-1.7, 2.1, -2.0], [-0.7, -1.4, 1.1], [0.0, -2.1, 1.3], [1.1, 2.6, -1.8], [-0.5, -0.2, 0.3], [-1.6, -0.8, 1.1], [1.0, 0.1, -0.7], [1.6, -0.4, -0.8], [-2.6, 2.6, 1.4], [1.9, -1.3, -0.4], [-1.1, -0.8, 0.7], [-0.2, 3.0, 2.1], [2.8, 0.5, -4.1], [-0.7, -1.0, 1.5], [0.3, -0.8, 0.8], [0.3, -0.1, 0.2], [0.1, -0.4, -0.3], [1.3, 0.1, 0.2], [0.8, 0.0, -0.2], [-1.3, -0.2, 0.3], [0.2, -0.2, -0.3], [0.7, 0.2, -0.2], [-0.2, -0.3, -0.6], [-1.8, -0.4, 1.2], [1.4, -1.1, -0.1], [-0.5, 0.6, -0.6], [0.1, 0.2, 0.4], [-0.3, -0.6, 0.0], [-0.6, 0.5, 0.4], [0.0, -0.4, -0.8]], "lowdin_charge": [-0.061, -0.316, -0.233, 0.812, -0.201, -0.229, -0.290, -0.100, -0.099, -0.078, 0.005, -0.208, -0.132, 0.039, 0.057, 0.023, 0.096, 0.020, 0.036, 0.041, 0.040, 0.077, 0.095, 0.094, 0.130, 0.105, 0.086, 0.089, 0.060, 0.044], "smiles": "C=C/C=[Si](\\C)Cc1ccccc1C=C", "de_lowest_kcal_mol": 129.7, "e_homo_ev": -7.06, "e_tot_ev": -21613.563, "charge": 0, "orbital_gap_ha": 0.259}

=====

# 6
{"formula": "C4H6N2", "method": "ωB97M-V/def2-TZVPD", "symbols": ["H", "N", "C", "C", "C", "C", "N", "H", "H", "H", "H", "H"], "coordinates": [[-1.25849, 0.06332, -2.32437], [-1.11045, 0.63260, -1.48766], [-0.32965, 0.02885, -0.69373], [0.32006, -1.31301, -0.80430], [1.02116, -1.47970, 0.32078], [0.81566, -0.23866, 1.11595], [0.05568, 0.62496, 0.54957], [0.20775, -1.98990, -1.64314], [1.63773, -2.32073, 0.61430], [1.26190, -0.05114, 2.08982], [-1.18856, 2.72389, 0.94165], [-1.43278, 3.31952, 1.32113]], "forces_ev_per_angstrom": [[0.0, 0.1, 0.1], [0.3, -0.3, 0.0], [-0.2, 0.1, -0.2], [0.1, -0.1, 0.1], [0.0, 0.0, -0.2], [-0.1, 0.1, 0.0], [0.2, -0.3, 0.1], [0.0, 0.1, 0.1], [-0.1, 0.1, 0.0], [-0.1, 0.0, -0.1], [0.0, 0.1, 0.1], [0.0, 0.0, -0.1]], "lowdin_charge": [0.061, 0.192, -0.439, -0.024, -0.047, -0.125, 0.081, 0.106, 0.100, 0.111, -0.022, 0.007], "smiles": "[H]/N=C1\\C=CC=N1.[H][H]", "de_lowest_kcal_mol": 55.8, "e_homo_ev": -10.30, "e_tot_ev": -7223.171, "charge": 0, "orbital_gap_ha": 0.350}

=====

# 7
{"formula": "C3HNO2", "method": "ωB97M-V/def2-TZVPD", "symbols": ["N", "C", "C", "O", "C", "O", "H"], "coordinates": [[-2.18068, -0.72593, -0.03814], [-1.19085, -0.17455, 0.08109], [0.14918, 0.65280, 0.12325], [0.16678, 1.88786, -0.10543], [1.36492, -0.24483, 0.10750], [1.18848, -1.44205, -0.10003], [2.48308, 0.11449, 0.03958]], "forces_ev_per_angstrom": [[-0.9, -0.5, 0.0], [2.8, 1.9, 0.3], [-1.8, 3.5, -1.5], [0.0, -4.9, 1.2], [2.2, -2.6, -1.2], [-0.1, 2.2, 0.7], [-2.2, 0.2, 0.5]], "lowdin_charge": [0.174, -0.105, -0.256, 0.107, -0.162, 0.073, 0.170], "smiles": "N#CC(=O)C=O", "de_lowest_kcal_mol": 14.2, "e_homo_ev": -11.47, "e_tot_ev": -8709.730, "charge": 0, "orbital_gap_ha": 0.341}